# 1
Below is 7 unconnected molecules or ions with the total composition C66H144N7O3, with properties calculated with ωB97M-V/def2-TZVPD.

The value obtained for the energy is -3208.2237 Eh. Its spin multiplicity is 1. The relative energy (zero: lowest compared OMol25 entry of this formula, charge and spin) comes out at 3.1429 eV. As for the net charge: +5. As for the gap between HOMO and LUMO: 0.342 Eh.

Structure (XYZ):
```
220
Properties=species:S:1:pos:R:3:lowdin_charge:R:1
N -0.711 0.596 0.402 -0.66
O -1.419 1.551 0.567 -0.02
O -0.318 0.222 -0.683 -0.03
O -0.380 -0.029 1.427 -0.06
C -2.876 -2.290 -3.643 -0.10
C -3.844 -1.200 -3.799 -0.27
C -3.861 -0.090 -2.702 -0.17
C -4.774 1.062 -3.106 -0.09
N -4.319 2.354 -2.375 -0.16
C -5.048 3.592 -2.936 -0.05
C -3.943 4.505 -3.501 -0.11
C -2.680 4.114 -2.720 -0.17
C -2.792 2.650 -2.722 -0.11
C -4.478 2.162 -0.822 -0.09
C -5.841 1.642 -0.213 -0.21
C -5.913 1.815 1.298 -0.09
H -1.857 -1.903 -3.650 0.05
H -2.916 -2.883 -4.557 0.09
H -3.224 -2.878 -2.793 0.08
H -4.875 -1.521 -3.950 0.13
H -3.589 -0.719 -4.743 0.10
H -2.798 0.133 -2.613 0.10
H -4.116 -0.618 -1.782 0.11
H -5.830 0.956 -2.859 0.13
H -4.849 1.242 -4.178 0.14
H -5.572 4.052 -2.099 0.13
H -5.873 3.119 -3.468 0.13
H -4.128 5.579 -3.458 0.13
H -3.766 4.287 -4.554 0.12
H -2.784 4.558 -1.730 0.11
H -1.714 4.457 -3.093 0.13
H -2.050 2.150 -2.101 0.11
H -2.722 2.210 -3.717 0.11
H -4.257 3.151 -0.419 0.12
H -3.721 1.438 -0.519 0.10
H -5.891 0.562 -0.352 0.10
H -6.642 2.194 -0.703 0.11
H -5.433 0.916 1.686 0.07
H -6.905 1.720 1.740 0.09
H -5.583 2.784 1.673 0.07
C 2.198 -2.796 1.866 -0.07
C 2.913 -3.713 0.785 -0.22
C 2.041 -4.884 0.401 -0.21
C 2.695 -5.782 -0.674 -0.09
N 2.074 -7.171 -1.022 -0.17
C 2.685 -7.750 -2.334 -0.07
C 3.298 -9.078 -1.845 -0.10
C 3.616 -8.934 -0.299 -0.10
C 2.459 -8.096 0.165 -0.11
C 0.515 -7.021 -1.026 -0.11
C -0.207 -8.206 -1.707 -0.21
C -1.743 -8.158 -1.419 -0.06
H 1.340 -2.296 1.416 0.05
H 2.949 -2.110 2.260 0.07
H 1.881 -3.316 2.770 0.07
H 3.893 -4.022 1.149 0.12
H 3.166 -3.178 -0.131 0.09
H 1.161 -4.463 -0.086 0.09
H 1.655 -5.424 1.265 0.11
H 3.714 -6.086 -0.433 0.14
H 2.681 -5.273 -1.638 0.12
H 1.955 -7.834 -3.140 0.12
H 3.413 -7.088 -2.803 0.13
H 2.637 -9.869 -2.200 0.12
H 4.198 -9.165 -2.453 0.12
H 3.707 -9.886 0.225 0.13
H 4.499 -8.375 0.010 0.12
H 1.609 -8.728 0.419 0.13
H 2.587 -7.473 1.051 0.13
H 0.370 -6.120 -1.622 0.12
H 0.140 -6.785 -0.031 0.12
H 0.204 -9.140 -1.325 0.11
H -0.004 -8.227 -2.777 0.10
H -2.314 -9.020 -1.764 0.09
H -2.141 -7.281 -1.930 0.07
H -1.821 -8.059 -0.336 0.07
C 5.384 -0.192 -8.097 -0.05
C 4.227 -0.973 -7.283 -0.22
C 3.614 -0.066 -6.225 -0.21
C 2.667 -0.878 -5.352 -0.10
N 1.863 -0.054 -4.304 -0.17
C 2.810 0.638 -3.281 -0.05
C 3.189 -0.539 -2.313 -0.13
C 2.107 -1.632 -2.369 -0.15
C 1.097 -1.128 -3.438 -0.07
C 0.917 0.990 -4.901 -0.09
C -0.117 0.359 -5.916 -0.20
C -1.256 1.275 -6.349 -0.07
H 4.994 0.457 -8.881 0.08
H 5.907 -0.969 -8.655 0.07
H 6.092 0.219 -7.378 0.07
H 4.681 -1.904 -6.942 0.11
H 3.379 -1.369 -7.842 0.11
H 2.997 0.656 -6.759 0.12
H 4.417 0.432 -5.682 0.11
H 3.188 -1.667 -4.809 0.14
H 1.926 -1.310 -6.025 0.13
H 2.278 1.425 -2.745 0.12
H 3.669 1.089 -3.778 0.12
H 3.225 -0.307 -1.248 0.10
H 4.175 -0.847 -2.662 0.12
H 1.579 -1.664 -1.416 0.10
H 2.622 -2.575 -2.554 0.10
H 0.348 -0.647 -2.810 0.10
H 0.569 -1.913 -3.979 0.12
H 1.469 1.820 -5.342 0.14
H 0.392 1.350 -4.016 0.12
H -0.547 -0.562 -5.523 0.09
H 0.414 0.006 -6.800 0.11
H -2.100 0.724 -6.764 0.09
H -0.858 2.002 -7.058 0.09
H -1.542 1.943 -5.537 0.05
C -1.696 -2.249 7.735 -0.08
C -1.195 -2.862 6.385 -0.25
C -2.287 -2.914 5.307 -0.20
C -1.844 -3.748 4.098 -0.06
N -2.768 -3.728 2.774 -0.17
C -2.814 -2.291 2.226 -0.08
C -2.782 -2.425 0.655 -0.14
C -1.805 -3.529 0.531 -0.16
C -2.031 -4.540 1.698 -0.07
C -4.196 -4.254 3.086 -0.10
C -4.325 -5.800 3.225 -0.20
C -5.823 -5.940 3.554 -0.09
H -2.495 -2.888 8.113 0.08
H -2.147 -1.287 7.491 0.07
H -0.906 -2.116 8.474 0.08
H -0.784 -3.833 6.662 0.11
H -0.335 -2.283 6.047 0.09
H -2.577 -1.909 5.000 0.10
H -3.233 -3.129 5.803 0.12
H -1.845 -4.787 4.428 0.13
H -0.852 -3.557 3.691 0.12
H -3.700 -1.753 2.563 0.13
H -1.942 -1.750 2.594 0.11
H -3.811 -2.691 0.413 0.11
H -2.512 -1.544 0.071 0.10
H -1.827 -3.975 -0.463 0.11
H -0.792 -3.161 0.691 0.09
H -2.698 -5.344 1.386 0.11
H -1.162 -5.082 2.071 0.12
H -4.815 -3.942 2.245 0.13
H -4.435 -3.720 4.006 0.12
H -3.793 -6.200 4.089 0.11
H -4.074 -6.395 2.347 0.10
H -6.447 -5.694 2.695 0.08
H -6.131 -5.181 4.273 0.08
H -6.084 -6.935 3.914 0.09
C -4.359 6.265 5.963 -0.08
C -3.796 4.856 6.309 -0.20
C -3.078 4.072 5.162 -0.18
C -1.795 4.680 4.686 -0.15
N -1.127 4.056 3.486 -0.16
C 0.158 4.852 3.179 -0.07
C 0.355 4.672 1.696 -0.17
C -1.045 4.848 1.170 -0.13
C -2.027 4.344 2.246 -0.05
C -0.959 2.553 3.574 -0.15
C -0.311 2.095 4.808 -0.22
C -0.246 0.529 4.834 -0.06
H -3.845 6.750 5.133 0.05
H -4.209 7.010 6.744 0.09
H -5.377 6.165 5.584 0.08
H -4.691 4.333 6.648 0.11
H -3.153 4.864 7.189 0.11
H -3.762 3.990 4.317 0.11
H -2.840 3.029 5.373 0.10
H -1.104 4.772 5.524 0.15
H -1.998 5.707 4.383 0.12
H 0.934 4.450 3.831 0.13
H 0.004 5.918 3.348 0.15
H 0.802 3.685 1.573 0.09
H 1.089 5.342 1.248 0.10
H -1.109 4.142 0.343 0.09
H -1.189 5.856 0.780 0.13
H -2.649 3.501 1.945 0.11
H -2.774 5.060 2.589 0.13
H -0.335 2.177 2.764 0.11
H -1.962 2.130 3.522 0.14
H -0.779 2.382 5.750 0.11
H 0.663 2.567 4.937 0.12
H 0.238 0.176 5.745 0.08
H 0.414 0.224 4.023 0.06
H -1.162 -0.012 4.593 0.06
C 2.706 1.335 1.365 -0.10
C 4.035 1.958 0.942 -0.23
C 3.846 3.405 0.535 -0.20
C 5.201 4.184 0.495 -0.06
N 5.215 5.568 -0.282 -0.15
C 6.726 6.099 -0.355 -0.04
C 7.387 5.467 -1.618 -0.12
C 6.241 5.514 -2.635 -0.15
C 4.951 5.290 -1.801 -0.09
C 4.204 6.581 0.309 -0.09
C 4.588 7.253 1.710 -0.20
C 3.385 8.024 2.343 -0.07
H 2.851 0.376 1.862 0.07
H 1.938 1.303 0.592 0.06
H 2.225 1.864 2.188 0.06
H 4.431 1.461 0.056 0.11
H 4.613 1.922 1.865 0.13
H 3.158 3.970 1.164 0.09
H 3.395 3.466 -0.455 0.10
H 5.980 3.575 0.037 0.13
H 5.521 4.421 1.510 0.13
H 6.635 7.179 -0.472 0.13
H 7.266 5.918 0.574 0.13
H 8.226 5.975 -2.094 0.14
H 7.541 4.406 -1.421 0.11
H 6.203 6.359 -3.322 0.13
H 6.308 4.621 -3.257 0.11
H 4.212 6.028 -2.112 0.12
H 4.422 4.377 -2.073 0.11
H 3.236 6.083 0.355 0.10
H 4.141 7.413 -0.392 0.13
H 5.371 8.004 1.606 0.11
H 4.921 6.560 2.483 0.10
H 3.682 8.351 3.339 0.09
H 2.641 7.231 2.421 0.05
H 3.079 8.831 1.677 0.09
```

---

# 2
Below is 3 unconnected molecules or ions with the total composition C4H15NO3, with properties calculated with ωB97M-V/def2-TZVPD.

The value obtained for the energy is -441.8262 Eh. Its spin multiplicity is 1. As for the SMILES: COC[C@H](C)N.O.O. The relative energy (zero: lowest compared OMol25 entry of this formula, charge and spin) comes out at 1.5137 eV. As for the gap between HOMO and LUMO: 0.385 Eh.

Structure (XYZ):
```
23
Properties=species:S:1:pos:R:3:lowdin_charge:R:1
O 5.683 -0.882 -3.921 -0.05
H 5.985 0.026 -3.949 0.03
H 4.769 -0.823 -3.643 0.02
O 1.683 -1.579 -2.175 -0.05
H 1.609 -2.000 -1.319 0.03
H 1.092 -0.828 -2.125 0.02
C -0.187 1.131 2.260 -0.07
C -1.075 -0.091 2.102 -0.43
C -2.002 0.183 0.929 -0.20
O -1.234 0.672 -0.178 -0.21
C -2.027 1.124 -1.304 -0.09
N -0.235 -1.308 1.942 0.03
H 0.525 0.972 3.069 0.07
H -0.760 2.037 2.456 0.08
H 0.459 1.309 1.400 0.08
H -1.649 -0.296 3.005 0.13
H -2.625 0.976 1.344 0.12
H -2.524 -0.720 0.611 0.12
H -2.676 0.413 -1.815 0.08
H -1.270 1.401 -2.038 0.08
H -2.576 2.048 -1.125 0.08
H -0.223 -1.660 2.889 0.06
H -0.744 -2.105 1.585 0.06
```

---

# 3
Below is 14 unconnected molecules or ions with the total composition C56H84F3O41, with properties calculated with ωB97M-V/def2-TZVPD.

The value obtained for the energy is -5569.0023 Eh. Its spin multiplicity is 1. The relative energy (zero: lowest compared OMol25 entry of this formula, charge and spin) comes out at 2.1993 eV. As for the net charge: -1. As for the gap between HOMO and LUMO: 0.314 Eh.

Structure (XYZ):
```
184
Properties=species:S:1:pos:R:3:lowdin_charge:R:1
C -1.137 0.563 -0.955 -0.47
O 0.187 0.139 -0.543 -0.11
O -1.709 1.330 -0.029 -0.15
C -0.878 1.045 -2.393 -0.50
F -0.422 0.032 -3.177 0.10
F -2.053 1.408 -2.953 0.13
F 0.010 2.040 -2.628 0.12
C 0.172 -0.954 0.334 -0.25
C 1.588 -1.322 0.752 -0.04
H 2.017 -0.547 1.384 0.05
H 1.559 -2.253 1.318 0.06
H 2.168 -1.502 -0.155 0.07
H -0.249 -1.862 -0.124 0.11
H -0.427 -0.772 1.235 0.10
H -1.658 -0.399 -1.119 0.13
C 4.854 0.841 1.125 -0.04
C 6.258 0.364 0.801 -0.26
C 7.341 1.015 1.695 -0.11
O 8.027 -0.056 2.286 0.08
C 7.332 -1.197 2.112 -0.57
O 7.559 -2.201 2.707 0.17
O 6.312 -1.002 1.270 0.07
H 4.087 0.345 0.532 0.08
H 4.797 1.919 0.939 0.10
H 4.636 0.743 2.188 0.08
H 6.490 0.472 -0.257 0.15
H 6.910 1.759 2.369 0.13
H 8.001 1.606 1.055 0.13
C -3.490 -0.261 3.922 0.01
C -2.183 -0.112 3.199 -0.33
C -1.485 1.246 3.351 -0.05
O -0.154 0.883 3.779 0.06
C -0.049 -0.450 3.900 -0.52
O 0.894 -1.032 4.332 0.06
O -1.233 -1.060 3.662 0.08
H -3.933 -1.245 3.739 0.07
H -4.218 0.513 3.698 0.09
H -3.295 -0.361 4.995 0.11
H -2.298 -0.156 2.109 0.10
H -1.852 1.894 4.148 0.14
H -1.455 1.737 2.377 0.11
C -3.680 -2.266 0.358 -0.01
C -3.822 -3.535 1.167 -0.27
C -2.467 -4.144 1.614 -0.07
O -2.565 -4.163 3.032 0.04
C -3.756 -3.691 3.446 -0.58
O -4.128 -3.651 4.576 0.16
O -4.416 -3.139 2.406 0.07
H -3.260 -1.442 0.937 0.08
H -4.640 -2.062 -0.114 0.09
H -2.967 -2.376 -0.464 0.07
H -4.374 -4.328 0.658 0.16
H -1.710 -3.458 1.234 0.11
H -2.317 -5.159 1.258 0.14
C 3.377 0.939 -2.900 -0.02
C 3.027 0.538 -4.317 -0.27
C 1.979 1.496 -4.936 -0.11
O 2.590 2.081 -6.051 0.08
C 3.795 1.549 -6.250 -0.57
O 4.474 1.727 -7.209 0.17
O 4.159 0.827 -5.163 0.08
H 2.459 1.045 -2.315 0.07
H 3.855 1.922 -2.879 0.10
H 4.063 0.262 -2.390 0.08
H 2.737 -0.510 -4.360 0.13
H 1.700 2.320 -4.276 0.11
H 1.058 0.966 -5.185 0.13
C 3.238 -0.960 3.981 -0.02
C 4.316 -1.367 4.976 -0.29
C 3.798 -1.635 6.382 -0.05
O 4.633 -2.756 6.777 0.07
C 5.107 -3.353 5.672 -0.57
O 5.657 -4.416 5.656 0.16
O 4.808 -2.636 4.582 0.06
H 2.833 0.046 4.112 0.10
H 2.404 -1.644 4.141 0.05
H 3.578 -1.002 2.949 0.06
H 5.158 -0.666 5.023 0.16
H 2.776 -2.020 6.454 0.12
H 3.841 -0.817 7.097 0.13
C 0.592 -3.749 3.753 -0.02
C 0.590 -3.817 5.259 -0.28
C -0.679 -4.473 5.865 -0.06
O -0.203 -5.634 6.535 0.08
C 1.133 -5.710 6.453 -0.58
O 1.798 -6.557 6.956 0.16
O 1.617 -4.726 5.672 0.08
H 0.025 -2.867 3.439 0.07
H 0.123 -4.604 3.270 0.09
H 1.600 -3.582 3.369 0.08
H 0.737 -2.835 5.708 0.13
H -1.377 -4.737 5.077 0.11
H -1.100 -3.757 6.569 0.13
C -4.804 1.905 -4.896 -0.02
C -4.651 0.395 -5.095 -0.26
C -3.213 -0.025 -5.476 -0.08
O -2.877 -1.033 -4.530 0.06
C -3.849 -1.147 -3.617 -0.57
O -3.775 -1.840 -2.644 0.14
O -4.808 -0.256 -3.827 0.08
H -5.791 2.148 -4.496 0.08
H -4.598 2.455 -5.814 0.09
H -4.201 2.375 -4.116 0.06
H -5.382 0.018 -5.809 0.15
H -2.564 0.847 -5.399 0.12
H -3.198 -0.407 -6.495 0.13
C 0.136 7.394 -3.721 0.01
C -0.213 6.425 -4.839 -0.28
C -0.250 4.929 -4.524 -0.09
O -1.468 4.448 -5.083 0.07
C -2.217 5.494 -5.451 -0.60
O -3.323 5.428 -5.908 0.14
O -1.589 6.638 -5.245 0.09
H -0.572 7.107 -2.938 0.08
H 0.104 8.447 -3.972 0.09
H 1.100 7.083 -3.312 0.09
H 0.386 6.652 -5.723 0.15
H -0.248 4.689 -3.458 0.12
H 0.637 4.472 -4.963 0.13
C 1.820 2.183 1.655 0.00
C 1.731 3.132 0.471 -0.27
C 0.361 3.725 0.214 -0.10
O 0.634 5.075 -0.142 0.06
C 1.847 5.428 0.345 -0.59
O 2.267 6.537 0.362 0.16
O 2.488 4.335 0.756 0.08
H 1.480 2.677 2.566 0.10
H 2.805 1.741 1.778 0.04
H 1.065 1.420 1.457 0.07
H 2.219 2.644 -0.375 0.14
H -0.270 3.682 1.104 0.12
H -0.163 3.201 -0.580 0.10
C 4.463 -4.094 1.960 -0.01
C 3.908 -4.633 0.638 -0.27
C 3.579 -6.167 0.646 -0.04
O 2.162 -6.169 0.452 0.08
C 1.650 -4.945 0.520 -0.59
O 0.476 -4.698 0.544 0.13
O 2.633 -4.062 0.415 0.04
H 5.514 -4.377 2.006 0.10
H 3.936 -4.389 2.866 0.09
H 4.389 -3.010 1.893 0.07
H 4.643 -4.403 -0.132 0.15
H 3.732 -6.593 1.638 0.13
H 4.096 -6.753 -0.107 0.13
C -5.304 1.873 -1.459 -0.01
C -5.197 0.837 -0.357 -0.26
C -5.038 1.509 1.034 -0.06
O -6.115 0.947 1.824 0.06
C -6.787 0.055 1.086 -0.60
O -7.543 -0.757 1.549 0.15
O -6.447 0.151 -0.178 0.10
H -5.761 1.390 -2.319 0.07
H -4.296 2.215 -1.685 0.08
H -5.978 2.669 -1.142 0.09
H -4.399 0.110 -0.489 0.12
H -5.189 2.588 1.014 0.12
H -4.142 1.303 1.610 0.10
C 1.925 -2.865 -2.615 0.00
C 0.604 -3.649 -2.616 -0.28
C -0.483 -2.882 -3.381 -0.08
O -0.856 -3.775 -4.432 0.09
C -0.195 -4.927 -4.316 -0.57
O -0.366 -5.908 -4.976 0.15
O 0.784 -4.840 -3.386 0.09
H 1.776 -1.864 -2.202 0.07
H 2.152 -2.685 -3.669 0.09
H 2.739 -3.370 -2.101 0.08
H 0.272 -3.854 -1.600 0.12
H -0.132 -1.959 -3.827 0.11
H -1.321 -2.675 -2.715 0.12
C -3.101 4.636 0.232 -0.01
C -3.017 5.011 -1.238 -0.28
C -4.425 5.031 -1.918 -0.09
O -4.585 6.354 -2.377 0.10
C -3.542 7.099 -2.016 -0.58
O -3.376 8.243 -2.308 0.16
O -2.652 6.389 -1.308 0.08
H -3.986 5.057 0.711 0.09
H -2.188 4.840 0.784 0.08
H -3.274 3.554 0.252 0.06
H -2.331 4.355 -1.777 0.14
H -5.157 4.755 -1.158 0.11
H -4.498 4.292 -2.715 0.11
```

---

# 4
Below is 2 unconnected molecules or ions with the total composition C8H14, with properties calculated with ωB97M-V/def2-TZVPD.

The value obtained for the energy is -312.9424 Eh. Its spin multiplicity is 1. The relative energy (zero: lowest compared OMol25 entry of this formula, charge and spin) comes out at 7.4834 eV. As for the gap between HOMO and LUMO: 0.132 Eh.

Structure (XYZ):
```
22
Properties=species:S:1:pos:R:3:lowdin_charge:R:1
C -2.867 -2.119 0.532 0.03
C -1.623 -1.492 0.678 -0.22
C -0.930 -0.667 -0.199 -0.07
C 0.319 0.103 0.191 -0.34
C 0.777 1.182 -0.791 -0.10
C 1.671 2.190 -0.566 -0.20
C 2.105 2.759 0.725 0.03
C 1.585 -0.879 0.350 -0.01
H -3.322 -2.135 -0.469 0.05
H -4.904 -3.663 -3.925 0.00
H -3.512 -2.523 1.256 0.02
H -1.254 -0.515 -1.244 0.11
H -1.354 -1.158 1.694 0.11
H 0.264 0.518 1.197 0.14
H -4.405 -3.915 -4.445 0.00
H 0.291 1.132 -1.752 0.09
H 2.152 2.623 -1.418 0.08
H 2.708 3.668 0.660 0.02
H 1.672 2.494 1.720 0.04
H 1.427 -1.331 1.342 0.09
H 1.593 -1.486 -0.513 0.07
H 2.426 -0.171 0.379 0.07
```

---

# 5
Below is 2 unconnected molecules or ions with the total composition C2H3NO3, with properties calculated with ωB97M-V/def2-TZVPD.

The value obtained for the energy is -358.3710 Eh. Its spin multiplicity is 1. The relative energy (zero: lowest compared OMol25 entry of this formula, charge and spin) comes out at 4.3188 eV. As for the gap between HOMO and LUMO: 0.379 Eh.

Structure (XYZ):
```
9
Properties=species:S:1:pos:R:3:lowdin_charge:R:1
C -1.131 -0.634 0.414 -0.25
C 0.503 0.369 -1.002 -0.32
H 1.512 1.101 1.265 0.33
H -1.633 -0.763 -0.572 0.14
H -0.258 0.294 -1.769 0.14
N 0.059 0.037 0.215 -0.16
O 0.934 -0.089 1.260 -0.02
O -1.589 -1.087 1.455 0.08
O 1.603 0.772 -1.266 0.08
```